(1)
This record from the OMol25 dataset describes one molecule with the formula C6H18N6Si. The level of theory is the ωB97M-V functional and the def2-TZVPD basis.

Each line ends with the Löwdin charge.
Atoms and positions in Å:
N -2.86 1.74 1.88  0.199
N -2.15 0.09 0.36  0.059
N -2.56 0.96 1.06  -0.320
N 0.58 -0.75 1.22  -0.212
N -0.40 -1.10 -1.55  -0.257
N 0.20 1.47 -0.42  -0.284
C 0.37 -0.73 2.80  -0.070
C 1.94 -1.26 0.80  -0.140
C -0.75 -0.20 -2.64  -0.149
C -1.07 -2.41 -1.52  -0.129
C -0.44 2.51 0.37  -0.143
C 1.62 1.54 -0.57  -0.159
Si -0.49 -0.16 -0.11  0.420
H 1.16 -0.13 3.25  0.065
H 0.52 -1.70 3.31  0.070
H -0.57 -0.35 3.06  0.028
H 2.62 -0.42 0.58  0.049
H 1.89 -1.79 -0.10  0.036
H 2.46 -1.86 1.61  0.097
H -1.81 -0.09 -2.62  0.067
H -0.54 -0.58 -3.67  0.096
H -0.19 0.70 -2.50  0.053
H -0.65 -3.04 -2.32  0.090
H -0.87 -2.91 -0.59  0.065
H -2.14 -2.45 -1.65  0.066
H -1.51 2.44 0.16  0.048
H 0.00 3.48 0.23  0.079
H -0.43 2.28 1.46  0.069
H 1.93 2.29 -1.34  0.095
H 2.05 0.62 -0.89  0.049
H 2.10 1.79 0.33  0.062

Values from the calculation:
- E_LUMO: 0.8768 eV
- HOMO energy: -7.86 eV
- HOMO-LUMO gap: 8.73 eV
- Electronic energy: -23330.84265 eV

(2)
This record from the OMol25 dataset describes a 2-piece molecular cluster, C6H18NO overall. The level of theory is the ωB97M-V functional and the def2-TZVPD basis.

Each line ends with the Löwdin charge.
Atoms and positions in Å:
C 2.58 -0.71 -1.82  -0.121
C 1.37 0.18 -1.59  -0.267
C 1.15 0.40 -0.08  -0.245
C 0.14 1.48 0.32  -0.213
C -1.31 1.42 -0.17  -0.196
C -1.83 0.01 -0.48  -0.228
N -1.84 -0.78 0.81  0.059
H 2.41 -1.69 -1.36  0.071
H 2.58 -1.00 -2.88  0.071
H 3.56 -0.38 -1.49  0.072
H 0.55 -0.33 -2.09  0.087
H 1.43 1.18 -2.04  0.113
H 0.96 -0.57 0.38  0.072
H 2.11 0.76 0.24  0.097
H 0.15 1.64 1.40  0.097
H 0.66 2.38 -0.03  0.108
H -2.02 1.84 0.54  0.098
H -1.44 2.08 -1.03  0.112
H -1.15 -0.44 -1.18  0.072
H -2.85 -0.06 -0.85  0.095
H -2.32 -1.70 0.61  0.034
H -0.90 -1.05 1.11  0.042
H -2.25 -0.30 1.62  0.084
H 0.18 -1.31 3.11  0.014
H -1.18 -1.89 3.68  0.031
O -0.75 -1.13 3.26  -0.161

Values from the calculation:
- E_LUMO (spin up / spin down): 0.8959 / 0.6420 eV
- 2S+1: 2
- HOMO energy (spin up / spin down): -3.22 / -11.27 eV
- HOMO-LUMO gap (spin up / spin down): 4.12 / 11.91 eV
- Energy above the lowest of the compared OMol25 structures with the same formula, charge and spin: 19.1 kcal/mol
- Electronic energy: -10048.23594 eV

(3)
This record from the OMol25 dataset describes a 2-piece molecular cluster, C6H18NO overall. The level of theory is the ωB97M-V functional and the def2-TZVPD basis.

Each line ends with the Löwdin charge.
Atoms and positions in Å:
C 0.05 1.41 -1.85  -0.024
C -0.14 0.04 -1.20  -0.322
C -1.03 0.02 0.05  -0.354
C -1.44 -1.44 0.32  -0.046
C -0.54 0.82 1.28  -0.209
C -1.76 1.27 2.06  -0.091
N 1.21 -0.59 -0.96  0.193
H 0.58 1.34 -2.79  0.093
H 0.50 2.11 -1.14  0.081
H -0.95 1.82 -2.00  0.099
H -0.53 -0.60 -1.99  0.150
H -1.95 0.47 -0.36  0.147
H -1.88 -1.47 1.32  0.091
H -0.56 -2.10 0.37  0.077
H -2.03 -1.92 -0.45  0.089
H 0.10 1.65 0.97  0.100
H 0.19 0.24 1.87  0.118
H -2.69 0.76 1.85  0.077
H -1.91 2.35 1.99  0.085
H -1.59 1.10 3.13  0.085
H 1.96 0.12 -0.94  0.159
H 1.62 -1.01 -1.80  0.170
H 1.38 -1.07 -0.09  0.126
H 4.16 -1.17 0.42  0.082
H 3.84 -2.51 -0.01  0.060
O 3.43 -1.65 -0.04  -0.038

Values from the calculation:
- E_LUMO: -3.1682 eV
- Charge: +1
- HOMO energy: -14.80 eV
- HOMO-LUMO gap: 11.63 eV
- Energy above the lowest of the compared OMol25 structures with the same formula, charge and spin: 15.4 kcal/mol
- Electronic energy: -10045.16511 eV

(4)
This record from the OMol25 dataset describes a 3-piece molecular cluster, C6H18NO overall. The level of theory is the ωB97M-V functional and the def2-TZVPD basis.

Each line ends with the Löwdin charge.
Atoms and positions in Å:
C 2.59 0.48 1.59  0.081
C 1.20 -0.02 0.99  -0.418
C 0.75 0.70 -0.29  -0.124
C -0.42 0.04 -1.07  -0.398
C -0.28 -1.48 -1.00  -0.084
C -1.80 0.39 -0.53  -0.063
N 0.19 -0.03 1.87  0.416
H 2.49 1.52 1.87  0.106
H 3.36 0.45 0.83  0.109
H 2.85 -0.18 2.42  0.101
H 1.55 -1.05 0.74  0.213
H 0.47 1.70 0.07  0.134
H 1.62 0.81 -0.94  0.128
H -0.34 0.30 -2.12  0.132
H -0.39 -1.85 0.00  0.064
H -1.12 -1.94 -1.51  0.066
H 0.69 -1.79 -1.38  0.094
H -1.85 0.20 0.53  0.067
H -2.50 -0.27 -1.04  0.085
H -2.13 1.41 -0.64  0.086
H -0.78 2.94 4.16  0.001
H 0.54 -0.65 2.63  0.141
H -0.68 2.49 4.76  0.002
H -2.30 -2.11 -4.06  0.052
H -1.80 -0.69 -4.27  0.053
O -1.90 -1.37 -3.60  -0.045

Values from the calculation:
- E_LUMO: -8.6239 eV
- Charge: +1
- HOMO energy: -14.38 eV
- HOMO-LUMO gap: 5.76 eV
- Energy above the lowest of the compared OMol25 structures with the same formula, charge and spin: 145.5 kcal/mol
- Electronic energy: -10039.52142 eV

(5)
This record from the OMol25 dataset describes a 3-piece molecular cluster, C6H18O2 overall. The level of theory is the ωB97M-V functional and the def2-TZVPD basis.

Each line ends with the Löwdin charge.
Atoms and positions in Å:
C -2.70 1.18 0.15  -0.119
C -1.37 0.43 0.00  -0.288
C -1.25 -0.73 1.03  -0.191
C -0.01 -1.57 0.68  -0.233
C 1.35 -0.98 0.31  -0.296
C 1.85 -0.30 1.51  -0.151
H -2.76 1.70 1.12  0.072
H -2.72 1.87 -0.67  0.049
H -3.50 0.35 0.02  0.108
H -1.48 0.11 -0.97  0.042
H -0.52 1.22 0.06  0.137
H -1.29 -0.32 2.02  0.102
H -2.08 -1.42 0.98  0.100
H -0.28 -2.46 0.01  0.131
H 0.12 -2.11 1.58  0.077
H 2.08 -1.87 0.17  0.142
H 1.37 -0.43 -0.60  0.047
H 1.31 0.63 1.74  0.072
H 2.89 0.25 1.36  0.114
H 1.94 -0.96 2.35  0.068
H -0.34 1.56 -2.23  -0.055
H -0.76 0.29 -3.06  0.118
O 0.00 0.85 -2.64  -0.036
H 2.20 1.51 -1.48  0.022
H 2.88 0.14 -1.89  0.039
O 3.04 1.03 -1.54  -0.068

Values from the calculation:
- E_LUMO: 0.4975 eV
- SMILES: CCCCCC.O.O
- HOMO energy: -10.50 eV
- HOMO-LUMO gap: 11.00 eV
- Energy above the lowest of the compared OMol25 structures with the same formula, charge and spin: 37.8 kcal/mol
- Electronic energy: -10607.30716 eV

(6)
This record from the OMol25 dataset describes a 3-piece molecular cluster, C6H18O3 overall. The level of theory is the ωB97M-V functional and the def2-TZVPD basis.

Each line ends with the Löwdin charge.
Atoms and positions in Å:
C 0.00 -0.93 0.38  -0.105
C -1.11 -1.17 1.33  -0.319
O -1.27 0.01 2.15  -0.095
H 0.33 -1.91 0.06  0.075
H 0.80 -0.50 0.98  0.071
H -0.17 -0.22 -0.43  0.080
H -0.93 -2.07 1.91  0.111
H -2.08 -1.19 0.82  0.112
H -0.56 -0.05 2.80  0.063
C -2.74 0.77 -5.15  -0.078
C -2.37 -0.35 -6.13  -0.353
O -2.81 -1.61 -5.68  -0.061
H -2.83 1.67 -5.76  0.067
H -1.93 0.91 -4.43  0.068
H -3.71 0.62 -4.66  0.075
H -1.31 -0.30 -6.40  0.106
H -2.77 -0.12 -7.12  0.098
H -2.14 -2.16 -6.10  0.079
C 3.47 1.34 3.80  -0.089
C 3.10 0.63 5.11  -0.333
O 1.71 0.47 5.08  -0.077
H 4.47 1.79 3.75  0.064
H 2.80 2.16 3.56  0.076
H 3.62 0.60 3.02  0.065
H 3.32 1.30 5.94  0.107
H 3.69 -0.28 5.19  0.107
H 1.41 0.57 5.98  0.084

Values from the calculation:
- E_LUMO: 0.8114 eV
- SMILES: CCO.CCO.CCO
- HOMO energy: -10.06 eV
- HOMO-LUMO gap: 10.87 eV
- Energy above the lowest of the compared OMol25 structures with the same formula, charge and spin: 37.2 kcal/mol
- Electronic energy: -12654.67150 eV

(7)
This record from the OMol25 dataset describes C6H19ClMgN6O4 as an isolated structure. The level of theory is the ωB97M-V functional and the def2-TZVPD basis.

Each line ends with the Löwdin charge.
Atoms and positions in Å:
Mg -0.22 -1.35 2.62  0.837
C -1.18 -4.69 1.36  -0.073
C 0.01 -3.84 0.94  -0.594
C -0.30 -3.08 -0.35  -0.088
O 0.43 -3.00 1.98  -0.393
H -1.52 -5.32 0.54  0.081
H -2.01 -4.10 1.74  0.073
H -0.86 -5.42 2.12  0.078
H 0.86 -4.49 0.70  0.133
H -0.31 -3.77 -1.20  0.082
H 0.55 -2.45 -0.64  0.068
H -1.18 -2.44 -0.25  0.062
Cl -0.54 0.39 1.06  -0.002
C -3.39 3.44 0.78  -0.685
O -4.09 4.43 0.79  0.032
N -2.07 3.45 1.17  0.135
N -3.83 2.23 0.31  0.149
H -1.77 4.26 1.68  0.102
H -1.60 2.58 1.37  -0.023
H -3.25 1.40 0.31  0.052
H -4.80 2.13 0.08  0.100
C 0.32 2.35 -2.74  -0.679
O 0.72 3.26 -3.44  0.020
N -0.56 2.55 -1.71  0.149
N 0.70 1.04 -2.93  0.146
H -0.88 1.84 -1.08  -0.002
H -0.73 3.51 -1.48  0.098
H 1.39 0.85 -3.63  0.095
H 0.57 0.41 -2.16  0.069
C 3.75 1.01 0.39  -0.657
O 3.85 2.18 0.69  0.049
N 4.13 0.49 -0.82  0.150
N 3.21 0.05 1.27  0.126
H 4.67 1.12 -1.39  0.105
H 3.97 -0.48 -1.01  0.087
H 3.57 -0.88 1.17  0.081
H 2.38 0.33 1.76  0.037

Values from the calculation:
- E_LUMO: -2.5648 eV
- HOMO energy: -9.48 eV
- HOMO-LUMO gap: 6.92 eV
- Energy above the lowest of the compared OMol25 structures with the same formula, charge and spin: 61.0 kcal/mol
- Electronic energy: -41632.45412 eV

(8)
This record from the OMol25 dataset describes C6H19Li2N2O6 as an isolated structure. The level of theory is the ωB97M-V functional and the def2-TZVPD basis.

Each line ends with the Löwdin charge.
Atoms and positions in Å:
Li -0.88 -2.25 -0.91  0.744
Li -1.11 -3.49 1.47  0.850
C 0.13 -0.44 1.47  -0.276
O -0.63 -1.49 0.96  -0.581
H -0.19 -0.22 2.49  0.071
H 1.18 -0.71 1.33  0.062
H -0.07 0.49 0.96  0.065
C -1.81 0.19 -2.09  -0.222
C -0.56 -0.14 -2.87  -0.196
O 0.19 -1.28 -2.37  -0.130
O -2.52 -0.98 -1.75  -0.087
H -2.32 0.87 -2.77  0.141
H -1.49 0.76 -1.22  0.124
H 0.21 0.62 -2.77  0.132
H -0.84 -0.22 -3.92  0.129
H 0.98 -1.35 -2.92  0.103
H -3.38 -0.96 -2.17  0.114
C 4.10 1.76 -0.73  -0.267
C 4.30 0.81 0.49  -0.230
O 4.76 1.47 1.68  -0.050
O 5.30 2.21 -1.29  -0.056
H 3.48 2.56 -0.33  0.116
H 3.56 1.29 -1.56  0.104
H 4.94 0.04 0.07  0.114
H 3.35 0.38 0.80  0.097
H 5.60 1.88 1.44  0.084
H 5.27 3.12 -1.58  0.094
C -4.38 -0.40 2.21  -0.801
O -5.52 0.00 1.96  0.027
N -3.59 -0.85 1.28  0.159
N -3.95 -0.64 3.39  0.177
H -3.85 -0.53 0.36  0.100
H -2.68 -1.28 1.34  0.040
H -2.96 -0.80 3.49  0.113
H -4.64 -0.44 4.09  0.136

Values from the calculation:
- E_LUMO: -4.9413 eV
- Charge: +1
- HOMO energy: -11.79 eV
- HOMO-LUMO gap: 6.85 eV
- Energy above the lowest of the compared OMol25 structures with the same formula, charge and spin: 14.9 kcal/mol
- Electronic energy: -22199.39021 eV

(9)
This record from the OMol25 dataset describes a 3-piece molecular cluster, C6H19N2O2 overall. The level of theory is the ωB97M-V functional and the def2-TZVPD basis.

Each line ends with the Löwdin charge.
Atoms and positions in Å:
C 0.81 -1.99 0.48  -0.097
C 1.90 -1.10 -0.18  -0.176
C 1.46 0.09 -1.01  -0.173
N 0.20 2.50 -2.23  0.221
C 0.51 2.42 -0.90  -0.258
C 1.04 1.31 -0.24  0.057
C 0.31 3.78 -0.28  0.009
N -0.40 -1.20 0.94  0.170
H 1.16 -2.50 1.39  0.147
H 0.63 -2.71 -0.36  0.155
H 2.64 -0.88 0.61  0.132
H 2.59 -1.71 -0.78  0.138
H 0.59 -0.07 -1.69  0.135
H 2.32 0.40 -1.63  0.170
H -0.78 2.76 -2.37  0.162
H 0.45 1.75 -2.87  0.136
H 1.51 1.44 0.72  0.141
H 0.06 3.85 0.79  0.109
H 1.33 4.21 -0.34  0.136
H -0.34 4.48 -0.81  0.111
H -0.96 -0.71 0.24  0.154
H -0.06 -0.54 1.64  0.144
H -0.95 -1.98 1.30  0.133
H -3.25 -3.43 -1.38  0.061
H -3.38 -1.90 -1.01  0.026
O -3.07 -2.75 -0.71  -0.059
H -2.06 -1.05 3.40  0.077
H -1.19 -2.08 4.13  0.079
O -1.32 -1.67 3.27  -0.040

Values from the calculation:
- E_LUMO (spin up / spin down): -6.9970 / -10.6119 eV
- 2S+1: 2
- Charge: +2
- HOMO energy (spin up / spin down): -17.47 / -17.47 eV
- HOMO-LUMO gap (spin up / spin down): 10.48 / 6.86 eV
- Electronic energy: -13587.43283 eV